1.
{"formula": "C6H13NO6S", "method": "ωB97M-V/def2-TZVPD", "symbols": ["C", "C", "O", "N", "C", "C", "C", "S", "O", "O", "O", "C", "O", "O", "H", "H", "H", "H", "H", "H", "H", "H", "H", "H", "H", "H", "H"], "coordinates": [[-0.867, -2.931, 2.512], [-0.652, -1.610, 1.740], [0.574, -1.031, 2.200], [1.099, -0.077, 1.331], [0.151, 0.994, 0.887], [-0.376, 0.833, -0.553], [0.410, 1.679, -1.593], [-0.671, 2.159, -2.968], [-1.944, 2.611, -2.515], [0.050, 3.072, -3.785], [-0.906, 0.766, -3.772], [1.887, -0.674, 0.147], [2.677, 0.129, -0.367], [1.722, -1.837, -0.162], [-1.481, -3.587, 1.882], [0.077, -3.465, 2.662], [-1.365, -2.694, 3.456], [-1.533, -0.986, 1.964], [-0.628, -1.818, 0.667], [1.818, 0.401, 1.878], [-0.657, 1.167, 1.604], [0.728, 1.929, 0.899], [-0.504, -0.208, -0.872], [-1.391, 1.262, -0.556], [1.236, 1.123, -2.051], [0.723, 2.611, -1.116], [-0.174, 0.182, -3.516]], "smiles": "CCO[N@H+](CCCS(=O)(=O)O)C(=O)[O-]", "e_homo_ev": -10.04, "orbital_gap_ev": 10.13}

2.
{"formula": "C3H6NO2", "method": "ωB97M-V/def2-TZVPD", "symbols": ["C", "C", "O", "N", "C", "O", "H", "H", "H", "H", "H", "H"], "coordinates": [[-1.336, -0.351, -1.474], [-0.890, 0.307, -0.099], [-1.629, 1.218, 0.365], [0.263, -0.159, 0.397], [1.577, 0.323, 1.444], [2.650, -0.374, 1.177], [-2.409, -0.392, -1.611], [-1.025, -1.441, -1.334], [-0.748, -0.035, -2.277], [0.876, -0.611, -0.298], [1.573, 1.410, 1.250], [1.099, 0.105, 2.461]], "smiles": "CC(=O)NC[O-]", "charge": -1, "e_homo_ev": -3.57, "orbital_gap_ev": 7.63}

3.
{"formula": "C23H41FIrN4O7P", "method": "ωB97M-V/def2-TZVPD", "symbols": ["Ir", "C", "N", "C", "C", "O", "C", "O", "C", "C", "O", "N", "C", "C", "H", "H", "H", "H", "H", "H", "H", "H", "H", "H", "H", "H", "H", "H", "H", "H", "C", "C", "C", "P", "C", "C", "C", "C", "C", "C", "H", "H", "H", "H", "H", "H", "H", "H", "H", "H", "H", "H", "H", "H", "H", "H", "H", "H", "H", "H", "H", "F", "C", "C", "N", "C", "C", "O", "O", "C", "O", "N", "C", "O", "H", "H", "H", "H"], "coordinates": [[-0.289, -0.313, -0.468], [0.233, -5.040, -2.795], [0.499, -3.593, -2.730], [1.213, -3.047, -3.901], [0.198, -2.840, -1.715], [0.618, -1.646, -1.617], [-0.606, -3.364, -0.567], [-1.076, -2.266, 0.239], [-2.504, -2.222, 0.349], [-3.019, -1.321, -0.732], [-2.138, -0.858, -1.504], [-4.288, -1.047, -0.802], [-4.812, -0.137, -1.838], [-5.251, -1.597, 0.172], [-0.324, -5.264, -3.703], [-0.317, -5.404, -1.934], [1.183, -5.571, -2.845], [0.641, -3.287, -4.795], [2.195, -3.512, -3.984], [1.326, -1.975, -3.810], [0.048, -3.983, 0.050], [-1.442, -3.967, -0.907], [-2.740, -1.818, 1.334], [-2.937, -3.218, 0.275], [-4.038, 0.083, -2.562], [-5.150, 0.787, -1.371], [-5.660, -0.607, -2.330], [-5.057, -1.215, 1.174], [-5.223, -2.686, 0.192], [-6.249, -1.292, -0.119], [-0.416, 0.198, 2.916], [0.997, 0.633, 2.483], [1.936, 0.578, 3.693], [1.557, -0.279, 0.974], [2.298, -1.901, 1.410], [1.348, -2.794, 2.223], [3.664, -1.768, 2.095], [2.935, 0.594, 0.070], [3.615, 1.660, 0.931], [2.532, 1.178, -1.293], [-0.835, 0.947, 3.591], [-0.381, -0.746, 3.461], [-1.105, 0.084, 2.085], [0.951, 1.656, 2.100], [1.968, -0.420, 4.127], [1.535, 1.239, 4.463], [2.946, 0.909, 3.476], [2.449, -2.341, 0.416], [1.308, -2.476, 3.265], [1.725, -3.818, 2.222], [0.340, -2.801, 1.829], [3.597, -1.293, 3.068], [4.398, -1.235, 1.493], [4.051, -2.775, 2.258], [3.632, -0.223, -0.123], [2.915, 2.440, 1.237], [4.395, 2.140, 0.338], [4.096, 1.245, 1.814], [2.026, 2.132, -1.181], [1.890, 0.510, -1.868], [3.434, 1.340, -1.884], [2.007, 6.190, 0.443], [0.921, 5.873, -0.148], [0.085, 4.899, 0.396], [-1.024, 4.528, -0.214], [-1.834, 3.400, 0.280], [-1.184, 2.050, 0.048], [-1.898, 1.024, 0.105], [0.047, 1.931, -0.159], [-1.436, 5.103, -1.487], [-2.412, 4.714, -2.042], [-0.610, 6.103, -1.959], [0.583, 6.530, -1.411], [1.289, 7.354, -1.927], [0.329, 4.444, 1.349], [-2.783, 3.411, -0.248], [-2.016, 3.507, 1.350], [-0.905, 6.549, -2.823]], "s_squared": 0.766, "charge": 3, "multiplicity": 2, "e_homo_ev": [-17.68, -17.68], "orbital_gap_ev": [8.15, 5.83]}

4.
{"formula": "C28H74IN2O10S10", "method": "ωB97M-V/def2-TZVPD", "symbols": ["C", "C", "C", "C", "C", "C", "C", "N", "C", "N", "I", "H", "H", "H", "H", "H", "H", "H", "H", "H", "H", "H", "H", "H", "H", "C", "S", "O", "C", "H", "H", "H", "H", "H", "H", "C", "S", "O", "C", "H", "H", "H", "H", "H", "H", "C", "S", "O", "C", "H", "H", "H", "H", "H", "H", "C", "S", "O", "C", "H", "H", "H", "H", "H", "H", "C", "S", "O", "C", "H", "H", "H", "H", "H", "H", "C", "S", "O", "C", "H", "H", "H", "H", "H", "H", "C", "S", "O", "C", "H", "H", "H", "H", "H", "H", "C", "S", "O", "C", "H", "H", "H", "H", "H", "H", "C", "S", "O", "C", "H", "H", "H", "H", "H", "H", "C", "S", "O", "C", "H", "H", "H", "H", "H", "H"], "coordinates": [[2.072, -2.288, 5.928], [1.113, -1.162, 6.330], [-0.214, -1.246, 5.588], [-1.205, -0.147, 6.007], [-0.905, 1.219, 5.337], [-2.611, -0.587, 5.746], [-3.582, -0.890, 6.641], [-4.694, -1.302, 5.944], [-4.427, -1.253, 4.647], [-3.183, -0.815, 4.499], [-2.337, -0.639, 2.655], [1.481, -3.172, 5.663], [2.625, -2.014, 5.028], [2.731, -2.541, 6.750], [1.577, -0.191, 6.131], [0.921, -1.216, 7.405], [-0.054, -1.224, 4.505], [-0.657, -2.226, 5.805], [-1.164, -0.014, 7.090], [-0.085, 1.123, 4.625], [-1.767, 1.630, 4.811], [-0.605, 1.954, 6.082], [-3.531, -0.851, 7.715], [-5.568, -1.621, 6.332], [-5.078, -1.542, 3.838], [0.362, -0.638, -2.238], [-0.014, -0.770, -0.505], [1.202, -1.235, 0.212], [-1.091, -2.209, -0.678], [1.077, 0.167, -2.397], [0.786, -1.585, -2.575], [-0.554, -0.415, -2.787], [-0.529, -3.018, -1.146], [-1.954, -1.941, -1.289], [-1.420, -2.515, 0.316], [5.125, -4.339, 8.497], [3.687, -3.996, 9.513], [3.246, -2.611, 9.187], [4.563, -3.904, 11.076], [4.790, -4.390, 7.463], [5.852, -3.536, 8.615], [5.554, -5.297, 8.791], [5.328, -3.130, 11.016], [5.010, -4.873, 11.297], [3.837, -3.651, 11.845], [2.801, 3.276, -2.407], [2.262, 2.896, -4.075], [1.791, 1.471, -4.058], [3.895, 2.900, -4.795], [1.916, 3.306, -1.774], [3.483, 2.499, -2.062], [3.286, 4.251, -2.409], [4.533, 2.164, -4.305], [4.308, 3.903, -4.684], [3.795, 2.657, -5.851], [-0.667, -2.892, -6.464], [-1.055, -3.004, -4.723], [0.170, -3.483, -4.023], [-2.156, -4.418, -4.857], [0.050, -2.086, -6.602], [-0.227, -3.833, -6.796], [-1.576, -2.672, -7.024], [-1.615, -5.252, -5.304], [-3.018, -4.148, -5.466], [-2.481, -4.681, -3.852], [-0.715, -4.669, 2.363], [-1.051, -4.861, 4.118], [0.210, -5.310, 4.756], [-2.114, -6.298, 3.963], [-0.023, -3.835, 2.246], [-0.259, -5.581, 1.981], [-1.649, -4.456, 1.840], [-1.562, -7.099, 3.470], [-3.005, -6.032, 3.393], [-2.397, -6.606, 4.967], [0.945, 8.447, -3.713], [0.350, 6.761, -3.593], [1.436, 5.918, -4.176], [-0.925, 6.914, -4.843], [1.787, 8.541, -3.029], [1.276, 8.623, -4.737], [0.155, 9.135, -3.424], [-0.474, 7.249, -5.777], [-1.672, 7.626, -4.493], [-1.374, 5.933, -4.979], [-1.176, 10.097, 0.525], [-1.705, 8.784, -0.576], [-1.478, 9.271, -1.964], [-3.464, 8.954, -0.259], [-0.095, 10.184, 0.435], [-1.650, 11.032, 0.228], [-1.440, 9.837, 1.550], [-3.778, 9.968, -0.502], [-3.665, 8.727, 0.787], [-3.982, 8.241, -0.897], [2.710, -7.320, -8.591], [1.466, -6.491, -7.599], [1.477, -5.058, -7.998], [2.341, -6.597, -6.036], [2.366, -7.311, -9.623], [3.654, -6.783, -8.508], [2.818, -8.349, -8.248], [3.310, -6.109, -6.133], [2.461, -7.645, -5.761], [1.741, -6.082, -5.288], [-7.832, -4.037, 0.330], [-6.802, -3.226, 1.552], [-6.246, -4.264, 2.462], [-8.163, -2.442, 2.430], [-7.181, -4.636, -0.303], [-8.553, -4.679, 0.835], [-8.337, -3.282, -0.272], [-8.851, -3.207, 2.787], [-8.672, -1.746, 1.764], [-7.749, -1.896, 3.276], [6.494, 6.990, -6.915], [5.455, 6.921, -5.454], [5.670, 5.583, -4.838], [3.884, 6.819, -6.314], [7.529, 7.005, -6.581], [6.313, 6.108, -7.528], [6.274, 7.901, -7.471], [3.891, 5.948, -6.969], [3.725, 7.733, -6.887], [3.102, 6.704, -5.561]], "charge": 1, "e_homo_ev": -9.27, "orbital_gap_ev": 5.64}

5.
{"formula": "C10H18N", "method": "ωB97M-V/def2-TZVPD", "symbols": ["C", "C", "C", "C", "C", "C", "C", "C", "C", "C", "N", "H", "H", "H", "H", "H", "H", "H", "H", "H", "H", "H", "H", "H", "H", "H", "H", "H", "H"], "coordinates": [[-2.377, 0.666, -2.423], [-3.062, -0.553, -1.868], [-1.082, 0.645, -2.148], [-2.144, -1.374, -1.355], [-0.811, -0.697, -1.501], [-1.328, 0.851, 0.958], [1.650, -1.406, 0.453], [1.661, 0.901, -0.278], [1.418, 0.326, 1.969], [-0.471, -0.252, 0.382], [1.013, -0.086, 0.586], [-2.942, 1.489, -2.992], [-4.146, -0.845, -1.886], [-0.483, 1.491, -2.490], [-2.343, -2.276, -0.956], [0.180, -1.223, -1.807], [-0.867, 1.763, 0.552], [-1.372, 0.883, 2.092], [-2.310, 0.601, 0.773], [1.727, -2.031, 1.425], [1.265, -1.900, -0.332], [2.752, -1.381, 0.273], [1.272, 1.038, -1.296], [1.840, 1.892, 0.032], [2.593, 0.492, -0.409], [1.445, 1.344, 2.018], [0.801, -0.039, 2.706], [2.334, -0.123, 2.356], [-0.772, -1.132, 1.008]], "charge": 1, "e_homo_ev": -12.31, "orbital_gap_ev": 9.51}

6.
{"formula": "C3H7NO2", "method": "ωB97M-V/def2-TZVPD", "symbols": ["C", "C", "N", "O", "C", "O", "H", "H", "H", "H", "H", "H", "H"], "coordinates": [[-0.714, 1.505, 0.129], [-0.145, 0.130, 0.158], [-0.926, -0.901, -0.281], [-0.456, -2.121, 0.327], [1.296, -0.148, 0.286], [1.123, -0.015, -1.126], [-1.469, 1.577, -0.658], [-1.215, 1.691, 1.086], [0.063, 2.256, -0.023], [-1.073, -2.761, -0.047], [1.580, -1.141, 0.631], [1.920, 0.647, 0.700], [0.016, -0.720, -1.181]], "e_homo_ev": -8.71, "orbital_gap_ev": 9.58}